1.
The following is a quantum chemistry calculation of a structure of composition CH3ClN2O2, from the Open Molecules 2025 dataset.

Each line ends with the Löwdin spin population.
Positions of all 9 atoms, in Å:
C 1.18 -0.31 0.02  0.047
N -0.23 -0.41 -0.57  0.835
N -1.32 0.98 0.06  0.469
O -0.78 2.02 -0.08  0.225
O -2.37 0.52 0.38  0.234
Cl -0.91 -1.81 0.10  0.148
H 1.31 -0.76 0.93  0.009
H 1.61 -1.00 -0.79  0.030
H 1.50 0.78 -0.06  0.002

Properties
- Energy relative to the best compared isomer or geometry (same formula, charge and spin): 66.8 kcal per mole
- Largest force on an atom: 0.10750 Eh/bohr
- Spin multiplicity: 3
- HOMO level (alpha / beta): -7.1 / -10.7 eV
- E: -20674.824 eV
- LUMO level (alpha / beta): 0.79 / -2.35 eV
- Net charge: 0

2.
The following is a quantum chemistry calculation of a cluster of 2 separate species, CH3ClN2O2 in total, from the Open Molecules 2025 dataset.

Each line ends with the Löwdin spin population.
Positions of all 9 atoms, in Å:
C -1.27 -1.41 -0.51  0.000
N -0.24 -1.29 0.22  0.000
N 1.25 2.14 -0.58  0.855
O 1.43 1.36 0.61  0.298
O 1.43 3.31 -0.33  0.843
Cl -0.60 -1.51 1.87  0.002
H -1.09 -1.32 -1.54  0.000
H 1.32 0.41 0.24  0.001
H -2.23 -1.69 0.01  0.000

Properties
- Energy relative to the best compared isomer or geometry (same formula, charge and spin): 29.5 kcal per mole
- Largest force on an atom: 0.05998 Eh/bohr
- Spin multiplicity: 3
- HOMO level (alpha / beta): -8.1 / -11.1 eV
- E: -20676.444 eV
- LUMO level (alpha / beta): 0.38 / -2.18 eV
- Net charge: 0

3.
The following is a quantum chemistry calculation of the ion CH3ClO2PS with charge -1, from the Open Molecules 2025 dataset.

Each line ends with the Löwdin charge.
Positions of all 9 atoms, in Å:
C 1.01 0.60 0.32  -0.667
O 1.40 -0.57 -0.35  -0.234
O -1.03 -1.62 -0.63  -0.660
P -1.82 -0.38 -0.81  0.133
S -0.24 1.35 -0.82  0.364
Cl -2.43 0.05 1.17  -0.027
H 1.83 1.20 0.30  0.015
H 0.56 -1.13 -0.54  0.023
H 0.72 0.50 1.35  0.052

Properties
- Energy relative to the best compared isomer or geometry (same formula, charge and spin): 36.1 kcal per mole
- Largest force on an atom: 0.05553 Eh/bohr
- HOMO level: -4.1 eV
- SMILES: [O-]P(Cl)SCO
- E: -37830.360 eV
- LUMO level: 3.72 eV
- Net charge: -1